C44H110BaN7O15 | wB97M-V/def2-TZVPD

Summary:
net charge: +1

CARTESIAN COORDINATES (ANGSTROEM)
Ba  -36.957  12.703  -12.694
C  -32.999  16.202  -12.739
C  -33.712  14.962  -12.134
O  -34.956  14.563  -12.635
H  -33.652  17.074  -12.777
H  -32.704  15.964  -13.760
H  -32.175  16.525  -12.104
H  -33.830  15.130  -11.063
H  -33.017  14.123  -12.151
C  -37.668  6.057  -13.860
O  -36.508  6.623  -14.575
C  -35.614  5.624  -14.969
C  -34.577  6.348  -15.895
N  -33.852  7.395  -15.279
C  -33.022  8.215  -16.219
C  -32.212  9.170  -15.359
O  -33.016  9.878  -14.399
C  -32.279  10.804  -13.632
H  -37.364  5.438  -13.016
H  -38.256  5.469  -14.565
H  -38.380  6.754  -13.419
H  -36.251  4.953  -15.545
H  -35.216  5.030  -14.147
H  -35.118  6.634  -16.797
H  -33.778  5.682  -16.217
H  -34.471  7.825  -14.607
H  -33.614  8.774  -16.944
H  -32.342  7.605  -16.814
H  -31.710  9.963  -15.914
H  -31.483  8.556  -14.831
H  -31.907  11.658  -14.198
H  -31.458  10.302  -13.122
H  -32.943  11.301  -12.924
C  -28.836  18.388  -9.623
O  -28.954  17.114  -10.288
C  -30.290  16.551  -9.968
C  -30.252  15.061  -10.407
N  -29.238  14.207  -9.735
C  -29.568  13.962  -8.303
C  -30.911  13.183  -7.982
O  -30.843  11.774  -8.074
C  -30.531  11.205  -9.343
H  -28.949  18.332  -8.540
H  -29.610  19.090  -9.932
H  -27.806  18.716  -9.765
H  -31.095  17.188  -10.333
H  -30.470  16.486  -8.895
H  -30.064  15.068  -11.481
H  -31.228  14.591  -10.527
H  -28.413  14.789  -9.758
H  -29.556  14.890  -7.732
H  -28.754  13.307  -7.990
H  -31.720  13.499  -8.641
H  -31.171  13.373  -6.940
H  -29.473  11.300  -9.589
H  -31.083  11.615  -10.189
H  -30.746  10.144  -9.221
C  -34.420  11.679  -10.174
O  -35.129  11.309  -11.328
C  -34.962  9.918  -11.601
C  -35.829  9.420  -12.736
N  -35.695  10.357  -13.906
C  -36.475  10.053  -15.117
C  -38.026  9.900  -14.841
O  -38.585  10.841  -14.046
C  -39.965  10.571  -13.773
H  -34.860  11.254  -9.272
H  -34.481  12.766  -10.136
H  -33.373  11.393  -10.278
H  -35.350  9.387  -10.732
H  -33.939  9.584  -11.772
H  -36.859  9.308  -12.399
H  -35.343  8.469  -12.953
H  -34.718  10.311  -14.155
H  -36.201  9.126  -15.621
H  -36.314  10.865  -15.826
H  -38.225  8.908  -14.435
H  -38.487  9.826  -15.826
H  -40.615  10.566  -14.648
H  -40.415  11.295  -13.094
H  -40.035  9.570  -13.348
C  -42.403  21.875  -12.062
O  -41.216  21.726  -11.286
C  -40.664  22.922  -10.813
C  -39.406  22.595  -10.021
N  -38.406  21.964  -10.825
C  -37.260  21.464  -10.075
C  -36.471  20.380  -10.856
O  -37.006  19.070  -10.583
C  -36.113  18.012  -10.805
H  -42.726  20.901  -12.430
H  -42.233  22.412  -12.995
H  -43.153  22.394  -11.464
H  -41.391  23.455  -10.199
H  -40.344  23.472  -11.698
H  -39.777  21.943  -9.230
H  -38.826  23.448  -9.669
H  -38.789  21.210  -11.376
H  -37.494  21.084  -9.081
H  -36.519  22.247  -9.913
H  -35.440  20.492  -10.520
H  -36.358  20.593  -11.919
H  -35.653  18.137  -11.785
H  -36.701  17.095  -10.764
H  -35.291  17.951  -10.092
C  -33.460  16.837  -8.427
O  -32.808  17.915  -7.886
C  -33.390  19.244  -7.998
C  -32.568  20.236  -7.235
N  -31.179  20.296  -7.645
C  -30.504  21.346  -6.941
C  -29.001  21.346  -7.291
O  -28.390  20.085  -6.845
C  -26.954  20.184  -6.696
H  -34.461  16.787  -7.998
H  -32.867  15.929  -8.319
H  -33.569  16.945  -9.506
H  -34.400  19.280  -7.590
H  -33.477  19.573  -9.033
H  -32.507  19.859  -6.214
H  -33.004  21.235  -7.240
H  -30.763  19.409  -7.399
H  -30.613  21.265  -5.859
H  -30.931  22.321  -7.176
H  -28.646  22.134  -6.627
H  -28.817  21.461  -8.359
H  -26.615  20.986  -6.040
H  -26.487  20.324  -7.671
H  -26.567  19.236  -6.321
C  -30.249  14.073  -15.558
O  -30.852  14.572  -16.778
C  -32.056  15.307  -16.522
C  -32.503  15.986  -17.874
N  -33.792  16.743  -17.815
C  -33.720  17.704  -16.721
C  -34.990  18.596  -16.676
O  -36.118  17.933  -16.041
C  -35.956  17.764  -14.631
H  -29.318  13.570  -15.820
H  -30.804  13.303  -15.022
H  -30.136  14.894  -14.850
H  -31.910  16.108  -15.797
H  -32.815  14.601  -16.186
H  -32.719  15.167  -18.561
H  -31.607  16.533  -18.165
H  -33.989  17.233  -18.676
H  -32.902  18.409  -16.869
H  -33.623  17.223  -15.747
H  -35.160  18.914  -17.705
H  -34.749  19.520  -16.150
H  -36.863  17.403  -14.147
H  -35.633  18.696  -14.165
H  -35.230  16.991  -14.379
C  -32.643  21.809  -10.594
O  -32.295  21.548  -11.924
C  -32.895  20.402  -12.489
C  -32.407  20.246  -13.967
N  -31.021  20.146  -14.231
C  -30.314  18.989  -13.630
C  -28.848  19.358  -13.494
O  -28.742  20.614  -12.899
C  -27.407  21.029  -12.931
H  -32.267  22.810  -10.385
H  -32.207  21.153  -9.840
H  -33.705  21.757  -10.353
H  -33.977  20.529  -12.467
H  -32.669  19.489  -11.938
H  -32.818  21.087  -14.526
H  -32.821  19.347  -14.425
H  -30.616  21.011  -13.902
H  -30.412  18.102  -14.256
H  -30.623  18.760  -12.610
H  -28.437  19.404  -14.502
H  -28.266  18.612  -12.953
H  -26.999  21.170  -13.932
H  -26.829  20.273  -12.399
H  -27.272  21.953  -12.369

C44H113N7O16 | wB97M-V/def2-TZVPD

Summary:
SMILES string: COCCNCCOC.COCCNCCOC.COCCNCCOC.COCCNCCOC.COCCNCCOC.COCCNCCOC.COCCNCCOC.CO.CO

CARTESIAN COORDINATES (ANGSTROEM)
C  1.414  -32.592  -10.143
O  0.831  -31.299  -10.185
C  1.293  -30.590  -11.271
C  0.853  -29.168  -11.343
N  1.579  -28.610  -12.443
C  1.123  -27.237  -12.848
C  0.063  -27.488  -13.911
O  -0.758  -26.301  -14.064
C  -1.776  -26.514  -15.048
H  1.162  -33.185  -11.048
H  0.929  -33.130  -9.317
H  2.499  -32.685  -9.963
H  0.867  -31.052  -12.147
H  2.374  -30.591  -11.303
H  1.064  -28.778  -10.313
H  -0.221  -29.120  -11.558
H  2.561  -28.657  -12.356
H  1.994  -26.682  -13.213
H  0.676  -26.736  -12.005
H  -0.536  -28.306  -13.588
H  0.489  -27.829  -14.901
H  -2.314  -25.619  -15.177
H  -2.451  -27.262  -14.751
H  -1.436  -26.913  -15.965
C  -7.974  -22.654  -11.412
O  -8.549  -23.457  -10.442
C  -7.740  -24.623  -10.107
C  -7.951  -24.876  -8.644
N  -7.281  -24.027  -7.641
C  -7.941  -22.745  -7.386
C  -7.068  -22.020  -6.369
O  -7.219  -20.648  -6.395
C  -8.429  -20.233  -5.765
H  -7.600  -23.230  -12.259
H  -7.196  -22.139  -10.882
H  -8.828  -22.029  -11.652
H  -6.661  -24.339  -10.302
H  -7.920  -25.533  -10.703
H  -7.740  -25.928  -8.435
H  -9.071  -24.830  -8.545
H  -6.383  -23.785  -8.062
H  -8.961  -22.829  -6.973
H  -8.040  -22.125  -8.309
H  -6.039  -22.208  -6.586
H  -7.258  -22.428  -5.379
H  -8.223  -19.193  -5.478
H  -8.703  -20.798  -4.884
H  -9.256  -20.222  -6.501
C  -9.953  -26.247  -12.215
O  -8.812  -25.984  -13.019
C  -9.182  -24.955  -13.959
C  -10.048  -25.364  -15.100
N  -9.337  -26.565  -15.653
C  -10.257  -27.418  -16.389
C  -9.668  -28.755  -16.779
O  -9.372  -29.429  -15.532
C  -9.204  -30.775  -15.664
H  -9.580  -27.034  -11.549
H  -10.668  -26.759  -12.816
H  -10.276  -25.400  -11.657
H  -8.196  -24.696  -14.347
H  -9.624  -24.040  -13.514
H  -9.956  -24.563  -15.846
H  -11.107  -25.549  -14.842
H  -9.035  -27.141  -14.847
H  -10.531  -26.911  -17.327
H  -11.157  -27.635  -15.783
H  -8.698  -28.594  -17.389
H  -10.402  -29.359  -17.396
H  -8.976  -31.085  -14.631
H  -8.420  -31.171  -16.282
H  -10.118  -31.339  -16.043
C  -14.698  -21.024  -11.841
O  -13.703  -20.797  -12.841
C  -13.354  -22.051  -13.444
C  -12.418  -21.868  -14.588
N  -11.086  -21.469  -14.198
C  -10.232  -20.834  -15.285
C  -8.793  -21.193  -14.995
O  -7.994  -20.339  -15.804
C  -6.606  -20.404  -15.485
H  -15.013  -20.044  -11.463
H  -14.317  -21.601  -10.962
H  -15.588  -21.570  -12.243
H  -14.243  -22.569  -13.782
H  -12.816  -22.702  -12.665
H  -12.952  -21.294  -15.415
H  -12.400  -22.847  -15.005
H  -11.139  -20.856  -13.384
H  -10.378  -19.763  -15.351
H  -10.599  -21.244  -16.246
H  -8.632  -22.270  -15.277
H  -8.574  -20.990  -13.967
H  -6.215  -19.651  -16.148
H  -6.229  -21.394  -15.756
H  -6.282  -20.102  -14.491
C  -4.461  -20.487  -11.398
O  -5.696  -19.985  -11.826
C  -5.804  -18.552  -11.911
C  -7.155  -18.149  -12.406
N  -8.196  -18.684  -11.572
C  -9.543  -18.479  -11.995
C  -10.535  -18.953  -10.988
O  -10.173  -20.238  -10.581
C  -11.149  -20.987  -9.816
H  -4.435  -20.448  -10.329
H  -3.607  -19.975  -11.788
H  -4.429  -21.507  -11.794
H  -5.072  -18.108  -12.581
H  -5.724  -18.170  -10.924
H  -7.139  -18.537  -13.429
H  -7.186  -17.072  -12.372
H  -7.999  -19.709  -11.357
H  -9.730  -18.940  -12.935
H  -9.633  -17.405  -12.188
H  -11.506  -18.993  -11.487
H  -10.550  -18.214  -10.210
H  -11.250  -20.412  -8.878
H  -10.799  -21.941  -9.626
H  -12.171  -20.976  -10.327
C  -5.678  -28.068  -15.126
O  -4.576  -28.958  -14.907
C  -4.831  -29.846  -13.850
C  -3.555  -30.416  -13.366
N  -3.716  -31.164  -12.114
C  -2.461  -31.433  -11.472
C  -2.606  -32.157  -10.192
O  -3.383  -31.428  -9.289
C  -3.638  -31.995  -8.002
H  -5.566  -27.738  -16.150
H  -5.603  -27.268  -14.410
H  -6.624  -28.603  -14.978
H  -5.546  -30.595  -14.261
H  -5.335  -29.402  -12.976
H  -2.817  -29.605  -13.293
H  -3.108  -31.017  -14.166
H  -4.346  -30.722  -11.437
H  -2.001  -30.465  -11.136
H  -1.797  -31.950  -12.236
H  -1.633  -32.427  -9.758
H  -3.069  -33.123  -10.404
H  -3.697  -33.061  -8.104
H  -4.591  -31.606  -7.612
H  -2.838  -31.714  -7.323
C  -2.500  -22.574  -8.729
O  -2.906  -23.828  -9.107
C  -2.249  -24.285  -10.264
C  -2.718  -25.661  -10.633
N  -4.100  -25.570  -10.950
C  -4.644  -26.879  -11.264
C  -4.690  -27.774  -10.049
O  -5.486  -27.151  -9.044
C  -5.134  -27.474  -7.668
H  -3.103  -22.345  -7.823
H  -2.707  -21.869  -9.543
H  -1.407  -22.642  -8.487
H  -1.135  -24.311  -10.056
H  -2.560  -23.683  -11.151
H  -2.409  -26.231  -9.710
H  -2.131  -26.042  -11.469
H  -4.575  -25.257  -10.106
H  -4.065  -27.316  -12.105
H  -5.689  -26.824  -11.609
H  -3.649  -28.040  -9.675
H  -5.093  -28.731  -10.231
H  -4.103  -27.229  -7.403
H  -5.304  -28.530  -7.409
H  -5.859  -26.897  -7.151
C  -6.840  -25.243  -18.123
O  -7.046  -25.069  -16.719
H  -7.784  -25.549  -18.592
H  -6.516  -24.330  -18.590
H  -6.036  -26.033  -18.431
H  -7.613  -25.748  -16.433
C  -4.832  -24.371  -13.992
O  -4.821  -23.822  -15.313
H  -4.631  -23.553  -13.320
H  -5.828  -24.821  -13.732
H  -4.028  -25.047  -13.840
H  -5.454  -24.332  -15.842

Number 1: HOMO energy -9.8 eV. Number 2: HOMO energy -8.2 eV.